Arrangement P

Here is a cluster of 2 separate species, C2H11N2O in total from OMol25. Energies are from the ωB97M-V functional and the def2-TZVPD basis.

Last column: Löwdin charge in e.
Cartesian coordinates (Å):
C (-1.99, 0.97, -0.55)  0.01
N (-0.69, 1.18, 0.23)  0.09
H (-2.04, 1.75, -1.29)  0.09
H (-2.04, -0.10, -0.75)  0.10
H (-2.75, 1.22, 0.20)  0.10
H (-0.64, 0.44, 0.95)  0.10
H (-0.66, 2.11, 0.66)  0.16
H (0.20, 0.93, -0.31)  0.11
N (1.72, -0.05, -0.39)  0.02
C (1.22, -1.29, 0.11)  -0.26
O (0.03, -1.28, 1.01)  -0.10
H (2.55, 0.18, 0.14)  0.11
H (2.09, -0.15, -1.33)  0.11
H (0.93, -1.93, -0.72)  0.13
H (2.00, -1.79, 0.66)  0.12
H (0.06, -2.18, 1.37)  0.11

Computed properties:
Charge   +1
Kohn-Sham gap   12.0 eV
E_HOMO   -0.5504 Ha

***

Arrangement Q

Here is a cluster of 2 separate species, C2H11N2O in total from OMol25. Energies are from the ωB97M-V functional and the def2-TZVPD basis.

Last column: Löwdin charge in e.
Cartesian coordinates (Å):
C (-1.81, -0.90, -1.32)  0.00
N (-1.38, 0.05, -0.21)  0.09
H (-1.62, -1.90, -0.92)  0.10
H (-1.22, -0.73, -2.22)  0.10
H (-2.83, -0.57, -1.47)  0.09
H (-1.39, 1.04, -0.45)  0.15
H (-1.88, -0.05, 0.67)  0.16
H (-0.32, -0.15, -0.03)  0.08
N (1.34, 0.06, -0.34)  0.01
C (1.71, 0.29, 1.06)  -0.32
O (0.71, 1.10, 1.60)  -0.05
H (2.03, -0.56, -0.75)  0.11
H (1.31, 0.94, -0.85)  0.11
H (2.70, 0.73, 1.18)  0.13
H (1.76, -0.71, 1.53)  0.13
H (0.87, 1.36, 2.51)  0.11

Computed properties:
Charge   +1
Kohn-Sham gap   11.2 eV
E_HOMO   -0.5261 Ha

***

Arrangement R

Here is a cluster of 2 separate species, C2H11N2O in total from OMol25. Energies are from the ωB97M-V functional and the def2-TZVPD basis.

Last column: Löwdin charge in e.
Cartesian coordinates (Å):
N (0.69, -0.42, -0.67)  0.12
C (-0.28, 0.08, 0.49)  -0.14
C (-1.35, 1.12, 0.11)  -0.28
N (-2.57, 0.57, -0.42)  0.02
H (-0.03, -0.72, -1.35)  0.15
H (1.46, 0.41, -0.84)  0.24
H (1.15, -1.33, -0.39)  0.12
H (-0.64, -0.76, 1.09)  0.12
H (0.56, 0.63, 1.09)  0.14
H (-1.44, 1.62, 1.07)  0.11
H (-0.91, 1.91, -0.68)  0.17
H (-3.38, 0.67, 0.15)  0.08
H (-2.76, 0.93, -1.30)  0.05
H (3.13, -1.64, 1.35)  0.08
H (3.42, -1.75, -0.16)  -0.01
O (2.96, -1.32, 0.46)  0.02

Computed properties:
Charge   +1
Kohn-Sham gap   10.0 eV
E_HOMO   -0.4969 Ha

***

Arrangement S

Here is a cluster of 2 separate species, C2H11N2O in total from OMol25. Energies are from the ωB97M-V functional and the def2-TZVPD basis.

Last column: Löwdin charge in e.
Cartesian coordinates (Å):
C (0.46, 0.54, 0.55)  -0.24
N (-0.59, -0.40, 0.96)  0.00
C (1.68, -0.30, 0.18)  -0.14
N (1.15, -1.41, -0.68)  0.16
H (0.67, 1.33, 1.27)  0.12
H (0.09, 1.08, -0.34)  0.12
H (-0.67, -0.54, 1.96)  0.10
H (-1.48, 0.03, 0.70)  0.06
H (2.16, -0.72, 1.07)  0.13
H (2.49, 0.17, -0.37)  0.13
H (0.44, -1.95, -0.16)  0.15
H (0.49, -1.01, -1.36)  0.17
H (1.91, -1.92, -1.11)  0.17
H (-2.60, 2.36, -1.00)  0.05
H (-3.59, 1.32, -0.80)  0.07
O (-2.61, 1.39, -0.86)  -0.07

Computed properties:
Charge   +1
Kohn-Sham gap   11.1 eV
E_HOMO   -0.5272 Ha

***

If you had to bet on the most stable structure above, which would it be? Bet on arrangement S.